(1)
14
Properties=species:S:1:pos:R:3 method="wB97M-V/def2-TZVPD" total_charge=+1 homo_ha=-0.50298 orbital_gap_ev=9.66
C -1.97 -1.45 -0.79
C -3.59 1.01 -0.46
C -1.21 -0.41 -0.67
C -0.64 0.10 0.66
N 0.79 -0.43 0.83
O -2.64 -2.41 -0.81
O -3.24 1.52 -1.43
S -4.20 0.29 0.75
H -0.91 0.34 -1.43
H -1.19 -0.43 1.41
H -0.96 1.20 0.66
H 0.95 -1.03 1.60
H 1.38 0.33 1.06
H 1.24 -0.86 0.03

***

(2)
41
Properties=species:S:1:pos:R:3 method="wB97M-V/def2-TZVPD" homo_ha=-0.29713 orbital_gap_ev=8.90
C -7.61 -0.73 0.47
H -7.26 -1.42 1.24
O -6.87 0.46 0.46
C -5.54 0.40 0.21
C -4.82 -0.77 -0.06
C -3.47 -0.71 -0.30
C -2.79 0.50 -0.29
C -3.51 1.67 -0.03
C -4.86 1.62 0.22
H -5.42 2.52 0.42
H -2.99 2.62 -0.02
C -1.36 0.56 -0.55
N -0.68 -0.47 -0.80
C 0.73 -0.37 -1.04
C 1.48 -1.20 0.01
H 1.26 -0.82 1.01
C 3.00 -1.21 -0.20
N 3.68 -0.46 0.84
C 3.51 0.98 0.77
C 4.39 1.63 -0.31
O 5.75 1.31 -0.13
C 5.95 -0.09 -0.12
C 5.10 -0.76 0.97
H 5.25 -1.84 0.95
H 5.42 -0.38 1.94
H 7.01 -0.25 0.07
H 5.69 -0.51 -1.11
H 4.32 2.72 -0.26
H 4.06 1.30 -1.31
H 2.46 1.22 0.60
H 3.81 1.38 1.74
H 3.36 -2.24 -0.13
H 3.23 -0.86 -1.22
H 1.08 -2.22 -0.04
H 0.92 -0.79 -2.03
H 1.08 0.68 -1.03
H -0.91 1.57 -0.52
H -2.91 -1.61 -0.51
H -5.32 -1.73 -0.07
H -8.64 -0.44 0.70
H -7.59 -1.23 -0.50

***

(3)
36
Properties=species:S:1:pos:R:3 method="wB97M-V/def2-TZVPD" homo_ha=-0.32861 orbital_gap_ev=9.28
C -2.29 2.45 0.10
C -0.42 1.84 -1.50
C -0.86 2.11 -0.21
C 0.06 2.06 0.81
C 1.40 1.89 0.58
C 1.87 1.58 -0.68
C 0.91 1.49 -1.72
H -2.51 3.28 0.78
H -2.76 1.60 0.62
H -2.91 2.77 -0.77
H -1.10 1.78 -2.33
H -0.21 2.28 1.84
H 2.14 2.01 1.41
H 2.95 1.42 -0.82
H 1.27 1.28 -2.74
H 3.95 -1.59 0.88
H 2.51 -1.04 1.43
O 3.08 -1.24 0.69
H -0.18 -0.36 -2.83
H -1.13 -0.77 -3.91
O -1.04 -0.10 -3.22
H 0.77 -1.89 -1.02
H 1.52 -2.22 -2.31
O 0.94 -1.56 -1.91
H 0.78 -1.84 3.58
H 0.39 -0.82 2.55
O 1.16 -1.18 2.99
H 0.41 -3.27 1.47
H 1.35 -3.67 0.34
O 0.42 -3.72 0.62
H -2.33 -1.08 -1.00
H -2.71 -0.31 0.17
O -2.42 -1.21 -0.05
H -1.81 -1.42 1.85
H -1.61 0.13 1.87
O -1.57 -0.68 2.42

***

(4)
62
Properties=species:S:1:pos:R:3 method="wB97M-V/def2-TZVPD" s2=0.767 multiplicity=2 homo_ha="-0.35655 / -0.35655" orbital_gap_ev="5.32 / 5.35"
Ag -4.97 0.93 -0.06
C -1.30 -0.36 -0.13
O -1.93 -0.16 -1.20
O -0.18 -0.99 -0.04
O -1.90 -0.15 0.89
C -1.86 4.82 1.51
C -3.29 4.87 1.19
O -3.30 4.27 -0.01
H -1.53 3.78 1.51
H -1.70 5.24 2.51
H -1.23 5.27 0.73
H -3.61 5.90 1.33
H -3.88 4.35 1.94
H -2.96 4.91 -0.64
C -2.12 -4.14 -4.60
O -2.14 -5.10 -5.33
N -2.44 -2.96 -4.84
N -1.60 -4.15 -3.44
H -2.57 -2.61 -5.78
H -2.55 -2.28 -4.10
H -1.00 -4.92 -3.19
H -1.55 -3.25 -2.98
C 4.52 2.38 0.62
O 5.05 3.40 0.42
N 3.35 2.07 0.40
N 5.26 1.38 1.06
H 2.68 2.77 0.12
H 2.91 1.18 0.58
H 6.22 1.60 1.26
H 4.94 0.43 1.20
C 3.63 -4.42 -0.93
O 4.56 -5.18 -0.97
N 2.40 -4.73 -0.57
N 3.64 -3.17 -1.23
H 2.34 -5.53 0.04
H 1.84 -3.90 -0.46
H 2.84 -2.55 -1.18
H 4.51 -2.70 -1.44
C 1.73 -0.22 4.82
O 2.47 0.10 5.73
N 0.57 0.32 4.64
N 1.94 -1.13 3.93
H 0.47 1.29 4.90
H -0.04 -0.10 3.96
H 2.87 -1.52 3.95
H 1.43 -1.14 3.06
C -2.98 -4.59 3.09
O -3.45 -5.69 3.53
N -2.09 -4.52 2.16
N -3.23 -3.42 3.49
H -1.81 -3.60 1.85
H -1.73 -5.36 1.72
H -3.99 -3.20 4.12
H -2.78 -2.60 3.10
C -0.42 5.17 -3.82
O -1.35 5.89 -3.59
N -0.35 3.93 -3.59
N 0.58 5.65 -4.55
H 0.36 3.31 -3.94
H -1.13 3.47 -3.15
H 1.37 5.05 -4.71
H 0.47 6.60 -4.90

***

(5)
49
Properties=species:S:1:pos:R:3 method="wB97M-V/def2-TZVPD" homo_ha=-0.32300 orbital_gap_ev=9.40
C -3.36 -3.88 4.95
C -1.78 -3.47 4.88
S -0.76 -5.02 4.90
C 0.83 -4.54 3.99
O 0.90 -3.10 4.00
C 1.81 -2.59 3.04
O 2.41 -1.52 3.30
O 2.12 -3.22 1.80
C 1.62 -2.46 0.67
C 0.05 -2.14 0.70
C -1.10 -3.21 1.03
N -0.36 -0.92 0.43
H -3.93 -2.95 5.30
H -3.56 -4.77 5.63
H -3.66 -4.12 3.86
H -1.66 -2.91 3.89
H -1.51 -2.77 5.75
H 0.73 -5.01 2.95
H 1.67 -5.04 4.57
H 1.81 -3.11 -0.27
H 2.27 -1.52 0.52
H -1.93 -2.60 1.56
H -0.75 -4.08 1.68
H -1.56 -3.57 0.04
H 0.44 -0.30 0.23
O 3.12 -1.07 -2.38
C 2.23 -0.34 -2.74
O 1.87 0.81 -2.10
C 0.71 1.36 -2.73
C 0.69 0.77 -4.12
C 1.31 -0.59 -3.91
H -0.17 1.07 -2.15
H 0.78 2.44 -2.75
H -0.31 0.73 -4.56
H 1.32 1.36 -4.79
H 0.57 -1.34 -3.63
H 1.88 -0.92 -4.78
O -0.68 3.74 -3.21
C -0.52 4.83 -2.72
O 0.05 5.05 -1.51
C -0.01 6.44 -1.20
C -0.16 7.14 -2.53
C -0.94 6.14 -3.34
H -0.87 6.62 -0.54
H 0.90 6.75 -0.67
H -0.64 8.12 -2.45
H 0.83 7.29 -2.98
H -2.02 6.26 -3.21
H -0.68 6.18 -4.40

***

(6)
30
Properties=species:S:1:pos:R:3 method="wB97M-V/def2-TZVPD" homo_ha=-0.29752 orbital_gap_ev=7.92
O 11.95 48.42 32.77
H 11.38 47.72 32.35
H 11.69 48.99 33.64
H 12.82 47.87 33.03
C 12.48 49.26 35.85
O 11.39 48.50 35.41
H 13.43 48.95 35.56
H 12.46 49.66 36.91
H 12.52 50.25 35.38
O 9.70 46.97 32.53
H 9.58 46.19 31.96
H 9.25 46.99 33.45
O 14.37 47.20 32.88
H 14.73 47.49 33.72
H 15.06 47.47 32.28
O 10.34 50.02 30.82
H 10.16 50.43 31.79
H 10.21 50.82 30.33
O 8.83 47.35 35.12
H 9.67 47.84 35.34
H 8.35 46.88 35.83
O 12.52 45.16 33.39
H 13.46 45.52 33.14
H 12.14 44.70 32.68
O 11.27 47.77 29.38
H 10.56 47.04 29.13
H 10.72 48.63 29.65
O 9.68 50.55 35.78
H 10.36 49.81 35.73
H 9.81 51.25 36.36

***

Repeat the fifth record exactly.
49
Properties=species:S:1:pos:R:3 method="wB97M-V/def2-TZVPD" homo_ha=-0.32300 orbital_gap_ev=9.40
C -3.36 -3.88 4.95
C -1.78 -3.47 4.88
S -0.76 -5.02 4.90
C 0.83 -4.54 3.99
O 0.90 -3.10 4.00
C 1.81 -2.59 3.04
O 2.41 -1.52 3.30
O 2.12 -3.22 1.80
C 1.62 -2.46 0.67
C 0.05 -2.14 0.70
C -1.10 -3.21 1.03
N -0.36 -0.92 0.43
H -3.93 -2.95 5.30
H -3.56 -4.77 5.63
H -3.66 -4.12 3.86
H -1.66 -2.91 3.89
H -1.51 -2.77 5.75
H 0.73 -5.01 2.95
H 1.67 -5.04 4.57
H 1.81 -3.11 -0.27
H 2.27 -1.52 0.52
H -1.93 -2.60 1.56
H -0.75 -4.08 1.68
H -1.56 -3.57 0.04
H 0.44 -0.30 0.23
O 3.12 -1.07 -2.38
C 2.23 -0.34 -2.74
O 1.87 0.81 -2.10
C 0.71 1.36 -2.73
C 0.69 0.77 -4.12
C 1.31 -0.59 -3.91
H -0.17 1.07 -2.15
H 0.78 2.44 -2.75
H -0.31 0.73 -4.56
H 1.32 1.36 -4.79
H 0.57 -1.34 -3.63
H 1.88 -0.92 -4.78
O -0.68 3.74 -3.21
C -0.52 4.83 -2.72
O 0.05 5.05 -1.51
C -0.01 6.44 -1.20
C -0.16 7.14 -2.53
C -0.94 6.14 -3.34
H -0.87 6.62 -0.54
H 0.90 6.75 -0.67
H -0.64 8.12 -2.45
H 0.83 7.29 -2.98
H -2.02 6.26 -3.21
H -0.68 6.18 -4.40